# 1
ORCA calculation (ωB97M-V/def2-TZVPD) on C3H11N3 in the gas phase.

Element x y z (Å)
C (1.895, 0.564, -0.172)
C (0.349, 0.862, -0.642)
N (-0.034, 0.027, -1.744)
C (-0.383, 0.660, 0.672)
N (-1.568, -0.402, 0.540)
N (-1.001, -1.732, 0.525)
H (2.214, 1.045, 0.756)
H (2.045, -0.516, -0.091)
H (2.552, 0.957, -0.955)
H (0.331, 1.913, -0.941)
H (-0.929, 0.334, -2.119)
H (-0.201, -0.919, -1.361)
H (0.175, 0.350, 1.558)
H (-0.891, 1.591, 0.934)
H (-2.208, -0.281, 1.333)
H (-0.641, -2.022, 1.438)
H (-1.705, -2.430, 0.270)

Results
Total charge = 0
Frontier orbital gap = 9.87 eV
SMILES = C[C@@H](N)CNN
Largest force on an atom = 4.207 eV Å⁻¹
Relative energy (zero: lowest compared OMol25 entry of this formula, charge and spin) = 48.6 kcal/mol

# 2
ORCA calculation (ωB97M-V/def2-TZVPD) on 2 unconnected molecules or ions with the total composition C4H14N2O.

Element x y z (Å)
N (-0.251, -1.193, -0.315)
C (-1.244, 1.712, -0.350)
C (0.142, 1.224, -0.766)
C (0.583, -0.003, 0.030)
C (2.079, -0.311, -0.070)
N (2.600, -1.168, 1.016)
H (0.358, -1.957, -0.589)
H (-0.808, -0.987, -1.140)
H (-1.364, 1.702, 0.734)
H (-2.047, 1.049, -0.678)
H (-1.456, 2.704, -0.770)
H (0.142, 0.970, -1.834)
H (0.853, 2.042, -0.636)
H (0.387, 0.226, 1.080)
H (2.644, 0.625, -0.036)
H (2.300, -0.796, -1.021)
H (1.934, -1.919, 1.180)
H (2.564, -0.625, 1.872)
H (-3.463, -1.531, 1.342)
H (-2.518, -0.901, 0.308)
O (-3.432, -0.864, 0.643)

Results
Total charge = -1
Multiplicity = 2
Frontier orbital gap (alpha / beta) = 2.80 / 9.89 eV
Largest force on an atom = 0.664 eV Å⁻¹
Relative energy (zero: lowest compared OMol25 entry of this formula, charge and spin) = 3.4 kcal/mol

# 3
ORCA calculation (ωB97M-V/def2-TZVPD) on 2 unconnected molecules or ions with the total composition C4H11N2.

Element x y z (Å)
C (0.084, -2.386, 0.926)
C (-0.215, -2.419, -0.362)
C (-0.535, 1.030, 1.211)
C (-0.400, 1.708, -1.108)
N (0.550, 2.253, -1.772)
N (0.084, 0.743, -0.104)
H (-0.676, -2.341, 1.689)
H (1.102, -2.459, 1.276)
H (-1.235, -2.407, -0.712)
H (-0.230, 0.279, 1.936)
H (-0.230, 2.015, 1.557)
H (-1.618, 1.018, 1.104)
H (0.546, -2.527, -1.120)
H (1.554, 2.064, -1.657)
H (0.308, 2.934, -2.481)
H (1.116, 0.727, -0.010)
H (-0.205, -0.232, -0.372)

Results
Total charge = +1
Frontier orbital gap = 10.75 eV
Largest force on an atom = 1.297 eV Å⁻¹
Relative energy (zero: lowest compared OMol25 entry of this formula, charge and spin) = 84.4 kcal/mol

# 4
ORCA calculation (ωB97M-V/def2-TZVPD) on 2 unconnected molecules or ions with the total composition C3H5FO2.

Element x y z (Å)
C (-1.562, 0.404, -0.682)
C (-0.923, -0.572, -0.020)
C (1.447, -0.337, 0.180)
O (1.656, 0.978, -0.080)
O (2.028, -1.255, -0.630)
F (-1.456, -1.701, 0.476)
H (-2.671, 0.267, -0.937)
H (-1.060, 1.238, -1.191)
H (1.608, -0.472, 1.214)
H (2.103, 1.257, -0.966)
H (2.306, -2.112, -0.395)

Results
Total charge = 0
Frontier orbital gap = 8.78 eV
Largest force on an atom = 3.557 eV Å⁻¹
Relative energy (zero: lowest compared OMol25 entry of this formula, charge and spin) = 102.1 kcal/mol

# 5
ORCA calculation (ωB97M-V/def2-TZVPD) on 4 unconnected molecules or ions with the total composition C21H42ClN6O.

Element x y z (Å)
C (0.103, 1.315, -3.144)
C (1.438, 1.640, -3.787)
O (2.336, 0.532, -3.686)
C (2.920, 0.417, -2.452)
N (2.288, -0.701, -1.711)
C (2.135, -0.752, -0.439)
N (1.509, -1.815, 0.145)
N (2.610, 0.320, 0.310)
Cl (1.181, 1.019, 1.028)
C (3.554, -0.103, 1.369)
C (4.619, -1.057, 0.868)
C (5.654, -0.392, -0.059)
C (6.818, 0.112, 0.808)
C (6.238, -1.422, -1.046)
H (0.132, 1.487, -2.074)
H (-0.694, 1.929, -3.528)
H (-0.131, 0.277, -3.328)
H (1.868, 2.560, -3.406)
H (1.285, 1.798, -4.841)
H (3.976, 0.191, -2.512)
H (2.828, 1.341, -1.902)
H (1.980, -1.470, -2.292)
H (1.123, -2.432, -0.560)
H (2.167, -2.384, 0.672)
H (4.061, 0.791, 1.703)
H (3.054, -0.496, 2.246)
H (5.154, -1.388, 1.746)
H (4.228, -1.960, 0.405)
H (5.261, 0.486, -0.561)
H (7.658, 0.364, 0.173)
H (7.139, -0.662, 1.487)
H (6.547, 0.996, 1.368)
H (6.264, -1.023, -2.049)
H (5.678, -2.348, -1.055)
H (7.243, -1.682, -0.756)
C (-0.227, 2.267, 3.979)
C (-1.720, 1.965, 3.977)
C (-2.576, 3.194, 3.650)
C (-2.362, 4.255, 4.638)
N (-2.198, 5.080, 5.411)
H (0.031, 3.002, 4.743)
H (0.344, 1.362, 4.190)
H (0.097, 2.658, 3.010)
H (-2.004, 1.569, 4.952)
H (-1.931, 1.183, 3.245)
H (-3.634, 2.931, 3.648)
H (-2.326, 3.585, 2.662)
C (-5.949, -0.073, 4.415)
C (-5.289, -0.308, 3.060)
C (-4.407, -1.561, 3.034)
C (-3.321, -1.453, 4.014)
N (-2.484, -1.342, 4.784)
H (-5.207, 0.092, 5.198)
H (-6.589, 0.808, 4.380)
H (-6.565, -0.926, 4.704)
H (-4.689, 0.566, 2.795)
H (-6.061, -0.408, 2.295)
H (-3.968, -1.696, 2.045)
H (-4.996, -2.449, 3.265)
C (-4.615, -1.404, -5.884)
C (-3.101, -1.507, -5.743)
C (-2.670, -2.202, -4.446)
C (-3.148, -1.461, -3.272)
N (-3.516, -0.873, -2.365)
H (-5.051, -0.800, -5.087)
H (-4.877, -0.933, -6.831)
H (-5.080, -2.391, -5.859)
H (-2.666, -0.506, -5.783)
H (-2.696, -2.065, -6.589)
H (-1.582, -2.268, -4.394)
H (-3.070, -3.215, -4.404)

Results
Total charge = +1
Frontier orbital gap = 9.02 eV
Largest force on an atom = 1.338 eV Å⁻¹

# 6
ORCA calculation (ωB97M-V/def2-TZVPD) on a molecular structure, C20H14N12O6SSn.

Element x y z (Å)
Sn (0.244, 1.144, 0.657)
N (-0.617, -2.152, -0.769)
C (0.316, -2.228, 0.182)
N (0.768, -3.445, 0.428)
C (1.665, -3.566, 1.400)
N (2.150, -4.764, 1.681)
N (2.112, -2.521, 2.142)
C (1.632, -1.361, 1.814)
N (0.748, -1.087, 0.822)
C (2.128, -0.235, 2.633)
C (2.983, -0.424, 3.702)
C (3.423, 0.686, 4.402)
C (3.008, 1.951, 4.016)
C (2.147, 2.072, 2.946)
N (1.716, 0.986, 2.275)
H (-0.950, -3.018, -1.159)
H (-1.125, -1.307, -0.914)
H (1.843, -5.566, 1.154)
H (2.819, -4.879, 2.423)
H (3.284, -1.427, 3.959)
H (4.091, 0.565, 5.245)
H (3.335, 2.838, 4.540)
H (1.774, 3.032, 2.622)
S (-4.408, -0.036, -5.633)
N (-4.755, 0.152, -4.075)
C (-3.596, 0.316, -3.452)
C (-3.426, 0.474, -2.021)
C (-4.495, 0.540, -1.131)
C (-4.238, 0.642, 0.213)
C (-2.921, 0.690, 0.648)
N (-1.878, 0.626, -0.193)
C (-2.124, 0.535, -1.520)
C (-0.976, 0.489, -2.405)
N (0.224, 0.572, -1.814)
C (1.308, 0.545, -2.599)
C (1.233, 0.417, -3.985)
C (0.004, 0.338, -4.587)
C (-1.136, 0.369, -3.786)
C (-2.482, 0.264, -4.311)
N (-2.804, 0.061, -5.581)
H (-5.505, 0.520, -1.521)
H (-5.037, 0.701, 0.938)
H (-2.700, 0.761, 1.691)
H (2.266, 0.603, -2.121)
H (2.145, 0.399, -4.564)
H (-0.107, 0.264, -5.662)
O (3.340, 3.103, -0.545)
N (2.465, 2.376, -0.252)
O (1.276, 2.851, 0.109)
O (2.528, 1.124, -0.237)
O (-0.913, 0.080, 2.626)
N (-0.949, 1.238, 3.110)
O (-1.069, 1.500, 4.251)
O (-0.761, 2.195, 2.211)

Results
Total charge = +2
Frontier orbital gap = 7.68 eV
Largest force on an atom = 2.649 eV Å⁻¹
Relative energy (zero: lowest compared OMol25 entry of this formula, charge and spin) = 34.6 kcal/mol

# 7
ORCA calculation (ωB97M-V/def2-TZVPD) on C4H2O2 in the gas phase.

Element x y z (Å)
C (2.039, -0.088, -0.492)
C (0.989, 0.319, -0.064)
C (-0.367, 0.674, 0.306)
O (-0.733, 1.762, 0.686)
C (-1.383, -0.464, 0.166)
O (-1.320, -1.457, 0.844)
H (2.971, -0.454, -0.877)
H (-2.194, -0.300, -0.570)

Results
Total charge = 0
Frontier orbital gap = 9.53 eV
SMILES = C#CC(=O)C=O
Largest force on an atom = 0.625 eV Å⁻¹
Relative energy (zero: lowest compared OMol25 entry of this formula, charge and spin) = 9.9 kcal/mol

# 8
ORCA calculation (ωB97M-V/def2-TZVPD) on a molecular structure, C2H4ClNO.

Element x y z (Å)
C (-0.321, -0.388, -0.051)
C (-0.027, 0.801, 0.627)
N (1.282, -0.848, -0.969)
O (1.048, -1.657, -1.769)
Cl (-1.554, 1.532, 1.356)
H (-0.695, -1.335, 0.499)
H (-0.905, -0.230, -0.960)
H (0.329, 1.486, -0.031)
H (0.843, 0.638, 1.298)

Results
Total charge = 0
Frontier orbital gap (alpha / beta) = 8.53 / 8.53 eV
Largest force on an atom = 5.357 eV Å⁻¹
Relative energy (zero: lowest compared OMol25 entry of this formula, charge and spin) = 90.8 kcal/mol

# 9
ORCA calculation (ωB97M-V/def2-TZVPD) on 2 unconnected molecules or ions with the total composition C4H7NO2.

Element x y z (Å)
O (-1.590, -1.727, 0.316)
C (-0.318, -1.260, 0.052)
C (-0.047, -0.508, -1.189)
N (0.865, 0.373, -0.872)
C (1.156, 0.528, 0.479)
C (0.293, -0.366, 1.161)
O (-0.004, -0.556, 2.337)
H (-1.665, -1.650, 1.284)
H (0.431, -2.089, -0.011)
H (-0.352, -0.659, -2.213)
H (-1.293, 2.940, -0.457)
H (1.442, 0.699, -1.628)
H (-0.643, 2.902, -0.096)
H (1.726, 1.373, 0.838)

Results
Total charge = 0
Frontier orbital gap (alpha / beta) = 7.97 / 7.97 eV
Largest force on an atom = 0.871 eV Å⁻¹
Relative energy (zero: lowest compared OMol25 entry of this formula, charge and spin) = 84.1 kcal/mol

# 10
ORCA calculation (ωB97M-V/def2-TZVPD) on a molecular structure, C21H29IrN7O.

Element x y z (Å)
Ir (0.256, 0.110, 1.074)
C (0.296, -3.496, 3.296)
C (0.540, -2.479, 2.271)
N (0.755, -1.159, 2.502)
C (1.343, -0.752, 3.727)
C (0.352, -0.525, 4.906)
N (-0.797, 0.254, 4.610)
C (-0.841, 1.766, 4.384)
C (0.012, 2.362, 3.307)
N (-0.113, 2.007, 1.818)
C (-1.444, 2.360, 1.300)
C (-1.540, 1.993, -0.189)
N (-0.585, 0.915, -0.416)
C (-0.068, 0.740, -1.796)
C (0.911, 1.879, -2.052)
C (0.418, -1.653, -1.266)
C (0.411, -2.912, -1.873)
C (0.389, -4.066, -1.131)
C (0.425, -3.981, 0.221)
C (0.400, -2.776, 0.885)
N (0.402, -1.607, 0.109)
H (-0.722, -3.420, 3.654)
H (1.032, -3.455, 4.148)
H (0.395, -4.513, 2.878)
H (1.843, 0.211, 3.538)
H (2.171, -1.465, 4.056)
H (1.020, -0.059, 5.651)
H (0.077, -1.483, 5.281)
H (-1.570, -0.095, 5.152)
H (-0.533, 2.316, 5.308)
H (-1.874, 1.923, 4.155)
H (1.085, 2.322, 3.575)
H (-0.259, 3.439, 3.318)
H (0.650, 2.564, 1.377)
H (-1.714, 3.441, 1.479)
H (-2.105, 1.633, 1.823)
H (-1.252, 2.890, -0.795)
H (-2.580, 1.779, -0.537)
H (0.622, 2.769, -1.480)
H (0.852, 2.233, -3.078)
H (1.903, 1.633, -1.728)
H (0.520, -2.911, -2.957)
H (0.253, -5.028, -1.596)
H (0.210, -4.883, 0.818)
N (-0.537, 2.215, -6.552)
C (-0.121, 0.889, -6.314)
O (0.166, 0.140, -7.240)
C (-0.111, 0.540, -4.878)
C (-1.229, 0.895, -4.093)
C (-1.296, 0.724, -2.742)
N (0.603, -0.509, -1.999)
C (1.281, -0.714, -3.206)
C (1.030, -0.184, -4.421)
H (-0.371, 2.592, -7.441)
H (-0.517, 2.746, -5.665)
H (-2.133, 1.283, -4.620)
H (-2.228, 0.457, -2.234)
H (2.150, -1.393, -3.114)
H (1.771, -0.503, -5.207)

Results
Total charge = +4
Multiplicity = 6
Frontier orbital gap (alpha / beta) = 5.95 / 5.17 eV
Largest force on an atom = 4.648 eV Å⁻¹